# 1
Entry from OMol25: 2 unconnected molecules or ions with the total composition C19H27 in a non-equilibrium geometry (the ωB97M-V functional and the def2-TZVPD basis).

Last column: natural (NBO) charge in e.
Element x y z (Å)
1 C -3.3506 -0.4059 2.9339  -0.610
2 C -2.1178 -0.0605 2.1164  0.006
3 C -2.2854 -0.5678 0.7137  -0.629
4 C -1.7293 1.4401 2.3275  -0.223
5 C -0.9563 0.9994 3.5893  -0.382
6 C -0.7757 -0.3789 2.9010  -0.276
7 C 0.3990 -0.2308 1.9779  0.045
8 C 1.5722 -1.1279 2.1795  -0.650
9 C 0.3404 0.8229 1.1124  -0.251
10 C -0.7555 1.8431 1.2160  -0.434
11 H -3.2725 -0.0967 3.9808  0.218
12 H -4.2160 0.1022 2.4877  0.214
13 H -3.5479 -1.4859 2.9016  0.213
14 H -1.4160 -0.3932 0.0746  0.193
15 H -2.4841 -1.6504 0.7179  0.215
16 H -3.1515 -0.0714 0.2512  0.217
17 H -2.5860 2.0979 2.5058  0.219
18 H -0.0429 1.5565 3.8285  0.210
19 H -1.5855 0.9133 4.4739  0.219
20 H -0.7938 -1.2727 3.5344  0.218
21 H 1.2697 -2.0517 2.6941  0.229
22 H 2.0381 -1.4245 1.2312  0.193
23 H 2.3784 -0.6641 2.7757  0.247
24 H 1.1610 1.0229 0.4139  0.193
25 H -1.2974 1.9613 0.2624  0.197
26 H -0.3445 2.8364 1.4478  0.233
27 C 0.4398 -1.6925 -1.1248  -0.759
28 C 0.3061 -0.4864 -1.9775  0.499
29 C -1.0491 -0.0366 -2.3955  -0.737
30 C 1.4570 0.0430 -2.6168  -0.255
31 C 1.3601 0.8713 -3.7848  -0.059
32 C 2.4526 1.0422 -4.6228  -0.235
33 C 3.7062 0.5292 -4.2593  -0.061
34 C 3.8715 -0.1189 -3.0272  -0.253
35 C 2.7754 -0.3339 -2.2019  -0.011
36 H 1.1657 -2.4276 -1.5103  0.269
37 H 0.7830 -1.3975 -0.1235  0.312
38 H -0.5224 -2.1993 -0.9830  0.259
39 H -1.1342 0.0564 -3.4885  0.270
40 H -1.8085 -0.7568 -2.0640  0.257
41 H -1.2942 0.9511 -1.9667  0.288
42 H 0.3944 1.3089 -4.0480  0.231
43 H 2.3233 1.5808 -5.5645  0.249
44 H 4.5509 0.6489 -4.9328  0.244
45 H 4.8600 -0.4695 -2.7228  0.248
46 H 2.9121 -0.8265 -1.2342  0.222

Summary:
- Orbital gap: 5.52 eV
- Charge: +1
- Maximum force: 0.0316 hartree/bohr
- HOMO: -11.3 eV

# 2
Entry from OMol25: 7 unconnected molecules or ions with the total composition C44H71Cl2N5O26PS in a non-equilibrium geometry (the ωB97M-V functional and the def2-TZVPD basis).

Last column: Löwdin charge in e.
Element x y z (Å)
1 C 4.9773 0.5130 1.4553  -0.080
2 C 4.9031 0.8435 2.9209  -0.722
3 Cl 6.0756 0.0906 3.9242  0.728
4 C 4.0003 1.6813 3.4240  -0.756
5 Cl 3.8985 2.0677 5.1006  0.787
6 O 3.1041 2.3150 2.5792  -0.022
7 C 1.7751 1.9733 2.8047  -0.427
8 O 1.1156 2.4443 3.6674  0.201
9 C 1.2537 0.9901 1.7830  0.012
10 C 0.9985 1.4235 0.4891  -0.042
11 C 1.2206 2.8884 0.1679  -0.082
12 C 0.1657 3.8249 0.8137  -0.143
13 C -1.1348 4.0290 0.0164  -0.172
14 C -2.2649 3.1069 0.5091  -0.210
15 C -3.2824 3.7985 1.4414  -0.185
16 C -3.9661 2.7940 2.3786  -0.273
17 C -5.2829 2.2609 1.8013  -0.465
18 S -6.1372 1.3066 3.0911  1.026
19 C -6.5842 -0.1476 2.2637  -0.695
20 N -6.9837 -1.2210 2.8525  0.034
21 N -7.2858 -2.1333 1.8579  0.054
22 C -7.0349 -1.5406 0.7444  -0.200
23 O -6.5869 -0.2820 0.9053  0.019
24 C 0.5578 0.4675 -0.4447  -0.076
25 C 0.3265 0.9005 -1.8612  -0.076
26 C -1.0842 1.4103 -2.1332  -0.246
27 N -1.2731 2.1374 -3.1447  0.140
28 N 0.3410 -0.8100 -0.0595  0.068
29 C -0.0623 -1.8025 -1.0936  -0.105
30 C -1.5617 -1.8400 -1.3809  -0.119
31 C -1.8471 -2.9500 -2.4158  -0.065
32 C -2.1320 -4.2747 -1.7699  -0.542
33 O -3.2211 -4.6646 -1.4571  0.136
34 O -1.0209 -5.0480 -1.5725  0.081
35 C 0.5245 -1.2287 1.2390  -0.072
36 P 0.2110 -2.9566 1.8166  0.489
37 O -0.0351 -3.0432 3.2520  -0.215
38 O -1.0051 -3.6202 1.0172  -0.103
39 O 1.4863 -3.6986 1.2623  -0.069
40 C 1.0196 -0.3380 2.1797  -0.089
41 C 1.3306 -0.7046 3.6124  -0.107
42 C 0.1879 -0.3514 4.5575  -0.214
43 N -0.1684 -1.0135 5.5705  0.141
44 H 3.9854 0.3837 1.0243  0.064
45 H 5.5402 1.2688 0.9061  0.096
46 H 5.5199 -0.4236 1.3355  0.072
47 H 2.1724 3.1552 0.6313  0.099
48 H 1.3382 3.1037 -0.8889  0.121
49 H -0.1029 3.4520 1.8017  0.104
50 H 0.6602 4.7830 0.9801  0.116
51 H -1.4409 5.0694 0.1330  0.116
52 H -0.9415 3.8814 -1.0467  0.091
53 H -1.8598 2.2218 1.0101  0.098
54 H -2.8261 2.7737 -0.3684  0.094
55 H -4.0598 4.2146 0.7956  0.114
56 H -2.8311 4.6302 1.9816  0.116
57 H -4.1938 3.2425 3.3476  0.104
58 H -3.3283 1.9275 2.5688  0.099
59 H -5.9297 3.0914 1.5178  0.082
60 H -5.1343 1.6486 0.9128  0.079
61 H -7.1722 -2.0047 -0.2168  0.130
62 H 0.5257 0.1246 -2.5960  0.096
63 H 0.9858 1.7192 -2.1289  0.123
64 H -1.8799 1.0995 -1.4523  0.102
65 H -2.2589 2.3882 -3.2248  0.071
66 H 0.2874 -2.7870 -0.7984  0.109
67 H 0.4479 -1.5876 -2.0284  0.101
68 H -2.1530 -1.9950 -0.4816  0.117
69 H -1.8974 -0.9090 -1.8294  0.093
70 H -2.7005 -2.6786 -3.0327  0.137
71 H -0.9908 -3.0516 -3.0862  0.112
72 H -1.0881 -5.4630 -0.7025  0.117
73 H -1.8300 -3.3130 1.4284  0.119
74 H 1.7338 -4.4508 1.8229  0.121
75 H 1.6086 -1.7450 3.7373  0.105
76 H 2.1944 -0.1276 3.9571  0.108
77 H -0.3284 0.5890 4.3607  0.112
78 H 0.4085 -1.8582 5.6224  0.070
79 C -1.4841 -5.0025 -8.4670  -0.021
80 O -2.1214 -5.9593 -7.6135  0.006
81 C -1.7432 -5.9028 -6.3455  -0.609
82 O -0.9389 -5.1387 -5.8646  0.099
83 O -2.3967 -6.8349 -5.6492  0.025
84 C -2.0258 -6.8218 -4.2645  -0.026
85 H -1.8735 -5.1661 -9.4667  0.086
86 H -1.7170 -3.9879 -8.1496  0.099
87 H -0.4069 -5.1572 -8.4772  0.103
88 H -2.2597 -5.8552 -3.8318  0.069
89 H -0.9644 -7.0309 -4.1518  0.103
90 H -2.6002 -7.5934 -3.7607  0.105
91 C -2.7641 -7.9186 -10.3854  -0.041
92 O -1.4919 -8.5357 -10.5888  0.005
93 C -1.2484 -8.8799 -11.8555  -0.624
94 O -1.9908 -8.7078 -12.7854  0.128
95 O -0.0427 -9.4425 -11.9087  0.004
96 C 0.3503 -9.8658 -13.2181  -0.036
97 H -2.8381 -7.6874 -9.3268  0.080
98 H -2.8389 -6.9963 -10.9606  0.095
99 H -3.5714 -8.5949 -10.6593  0.101
100 H 0.3936 -9.0176 -13.8984  0.098
101 H -0.3389 -10.6155 -13.6012  0.099
102 H 1.3399 -10.2999 -13.1115  0.093
103 C 3.7273 8.0722 -2.4512  -0.029
104 O 3.8703 6.7553 -1.9022  0.004
105 C 3.8422 6.7118 -0.5739  -0.623
106 O 3.7045 7.6456 0.1682  0.137
107 O 3.9885 5.4348 -0.1959  -0.006
108 C 3.9793 5.2430 1.2201  -0.039
109 H 3.7686 7.9562 -3.5297  0.095
110 H 2.7707 8.5041 -2.1644  0.099
111 H 4.5408 8.7139 -2.1202  0.101
112 H 3.0300 5.5666 1.6471  0.098
113 H 4.7995 5.7772 1.6952  0.107
114 H 4.1043 4.1768 1.3820  0.070
115 C -3.8157 3.4230 9.3359  -0.034
116 O -2.4092 3.3640 9.0775  0.002
117 C -1.9773 2.1728 8.6641  -0.617
118 O -2.6529 1.1942 8.4933  0.135
119 O -0.6596 2.2601 8.4687  -0.030
120 C -0.0401 1.0520 8.0146  -0.039
121 H -4.0214 4.4384 9.6608  0.094
122 H -4.3811 3.2049 8.4318  0.096
123 H -4.0897 2.7241 10.1234  0.099
124 H -0.4355 0.7429 7.0524  0.054
125 H -0.1652 0.2547 8.7445  0.104
126 H 1.0204 1.2758 7.9108  0.089
127 C 4.9222 7.1322 8.7348  -0.038
128 O 4.3363 5.8953 8.3179  -0.001
129 C 3.0040 5.9161 8.2553  -0.626
130 O 2.3013 6.8583 8.5077  0.129
131 O 2.5871 4.7131 7.8614  -0.004
132 C 1.1626 4.5863 7.7536  -0.026
133 H 5.9963 6.9720 8.7410  0.093
134 H 4.6747 7.9289 8.0360  0.097
135 H 4.5864 7.3976 9.7352  0.099
136 H 0.7750 5.2873 7.0150  0.103
137 H 0.6833 4.7494 8.7149  0.104
138 H 0.9711 3.5766 7.4226  0.064
139 C 4.4794 -0.6408 -2.8090  -0.029
140 O 4.1904 -1.7754 -3.6274  0.025
141 C 2.9171 -1.9056 -3.9798  -0.604
142 O 2.0212 -1.1545 -3.6537  0.081
143 O 2.7937 -2.9802 -4.7357  0.034
144 C 1.4718 -3.2249 -5.2397  -0.018
145 H 5.5460 -0.6740 -2.6106  0.100
146 H 4.2342 0.2830 -3.3300  0.102
147 H 3.9323 -0.6979 -1.8672  0.083
148 H 1.1507 -2.4100 -5.8854  0.108
149 H 0.7679 -3.3588 -4.4217  0.072
150 H 1.5203 -4.1441 -5.8114  0.092

Summary:
- Orbital gap: 6.17 eV
- Charge: +1
- Maximum force: 0.0244 hartree/bohr
- HOMO: -10.7 eV

# 3
Entry from OMol25: a molecular structure, C54H57N8NaSSe (the ωB97M-V functional and the def2-TZVPD basis).

Last column: Löwdin charge in e.
Element x y z (Å)
1 Na 0.2420 0.6284 -0.0282  0.155
2 C 5.9612 -0.1526 -2.1426  -0.099
3 C 6.0036 0.5382 -0.7735  -0.208
4 C 4.7187 0.3835 -0.0169  -0.159
5 C 4.4424 -0.4968 0.9912  -0.166
6 C 5.3495 -1.5301 1.5903  -0.219
7 C 5.9747 -1.0869 2.9179  -0.101
8 C 3.0426 -0.2839 1.3411  -0.277
9 C 2.3338 -1.0152 2.3114  0.033
10 C 0.9750 -0.9194 2.6271  -0.248
11 C 0.2401 -1.8621 3.4770  -0.156
12 C 0.8301 -3.0342 4.1986  -0.215
13 C 1.3336 -2.6765 5.6018  -0.096
14 C -1.0645 -1.4871 3.4122  -0.144
15 C -1.1062 -0.2979 2.5527  -0.228
16 C -2.2813 0.3816 2.1879  0.050
17 C -2.4260 1.4218 1.2684  -0.245
18 N -1.4189 2.0018 0.5888  0.111
19 C -1.9597 2.9066 -0.2438  -0.229
20 C -1.2412 3.6716 -1.1693  0.051
21 C 0.1256 3.5761 -1.4823  -0.232
22 N 0.9704 2.6650 -0.9729  0.124
23 C 2.1915 2.8960 -1.5006  -0.243
24 C 3.3440 2.1682 -1.1982  0.042
25 C 3.4912 1.1367 -0.2498  -0.258
26 N 2.5162 0.6977 0.5732  0.116
27 C 2.1270 4.0251 -2.4337  -0.146
28 C 0.8363 4.4484 -2.4237  -0.144
29 C 0.2208 5.5457 -3.2362  -0.212
30 C -0.4201 5.0139 -4.5244  -0.096
31 C 3.2738 4.5908 -3.2121  -0.209
32 C 4.1837 5.4867 -2.3620  -0.104
33 C -3.4215 2.9457 -0.0683  -0.134
34 C -3.7115 2.0143 0.8718  -0.133
35 C -5.0516 1.6110 1.4005  -0.205
36 C -5.4059 2.3130 2.7177  -0.096
37 C -4.3638 3.8302 -0.8225  -0.201
38 C -4.4280 5.2516 -0.2491  -0.102
39 N 0.1277 0.0070 2.1226  0.118
40 C -2.2542 -2.1643 4.0165  -0.200
41 C -2.8043 -1.4365 5.2490  -0.098
42 H 6.8906 -0.0074 -2.7018  0.059
43 H 5.8014 -1.2268 -2.0159  0.058
44 H 5.1338 0.2381 -2.7370  0.067
45 H 6.8287 0.1238 -0.1865  0.095
46 H 6.2216 1.6009 -0.9150  0.101
47 H 4.7824 -2.4518 1.7526  0.093
48 H 6.1483 -1.7762 0.8825  0.096
49 H 5.1959 -0.8812 3.6537  0.067
50 H 6.6396 -1.8558 3.3233  0.059
51 H 6.5517 -0.1703 2.7790  0.069
52 H 2.8906 -1.7964 2.8230  0.093
53 H 0.0886 -3.8351 4.2778  0.084
54 H 1.6612 -3.4427 3.6156  0.097
55 H 0.5149 -2.2883 6.2111  0.062
56 H 1.7583 -3.5483 6.1094  0.059
57 H 2.1005 -1.9018 5.5430  0.069
58 H -3.2000 0.0072 2.6298  0.092
59 H -1.8085 4.4127 -1.7253  0.087
60 H 4.2400 2.4449 -1.7483  0.088
61 H -0.5392 6.0603 -2.6418  0.098
62 H 0.9789 6.2937 -3.4886  0.095
63 H -1.1702 4.2575 -4.2890  0.072
64 H -0.8975 5.8145 -5.0980  0.058
65 H 0.3342 4.5371 -5.1534  0.070
66 H 3.8682 3.7753 -3.6351  0.103
67 H 2.8919 5.1689 -4.0584  0.095
68 H 4.5713 4.9321 -1.5065  0.065
69 H 5.0302 5.8653 -2.9437  0.057
70 H 3.6216 6.3394 -1.9754  0.069
71 H -5.8228 1.8315 0.6563  0.096
72 H -5.0631 0.5296 1.5555  0.095
73 H -5.4018 3.3971 2.5846  0.060
74 H -6.3942 2.0124 3.0786  0.059
75 H -4.6698 2.0699 3.4861  0.066
76 H -4.0502 3.8806 -1.8689  0.103
77 H -5.3672 3.3949 -0.8141  0.095
78 H -3.4380 5.7108 -0.2578  0.066
79 H -5.1081 5.8859 -0.8262  0.058
80 H -4.7727 5.2292 0.7869  0.060
81 H -3.0400 -2.2400 3.2588  0.110
82 H -1.9884 -3.1885 4.2973  0.093
83 H -3.0860 -0.4139 4.9939  0.061
84 H -3.6833 -1.9472 5.6533  0.061
85 H -2.0449 -1.3840 6.0325  0.062
86 S 0.2528 0.2419 -4.5646  0.549
87 C 0.0624 -1.3366 -4.0634  -0.822
88 N 1.1662 -2.1196 -3.8318  0.039
89 C 1.1355 -3.4239 -3.4481  -0.125
90 C -0.0490 -4.0502 -3.2688  -0.081
91 C -1.2381 -3.2927 -3.4519  -0.063
92 C -1.1858 -1.9833 -3.8037  -0.120
93 H 2.0479 -1.6386 -3.9388  0.121
94 H 2.0928 -3.8979 -3.2828  0.112
95 H -0.0769 -5.0840 -2.9559  0.098
96 H -2.1996 -3.7496 -3.2541  0.103
97 H -2.0741 -1.3772 -3.8733  0.096
98 C -1.9566 -0.9205 -1.0510  0.012
99 C -3.0049 -1.5647 -0.8912  -0.231
100 C -4.1572 -2.3750 -0.7210  -0.280
101 C -4.0664 -3.7813 -0.6646  -0.073
102 C -5.1880 -4.5772 -0.4844  -0.126
103 C -6.4501 -4.0075 -0.3548  -0.147
104 C -6.5646 -2.6209 -0.4141  -0.124
105 C -5.4478 -1.8216 -0.5944  -0.058
106 H -3.0855 -4.2322 -0.7562  0.069
107 H -5.0771 -5.6560 -0.4391  0.086
108 H -7.3252 -4.6288 -0.2055  0.076
109 H -7.5419 -2.1599 -0.3155  0.086
110 H -5.5462 -0.7447 -0.6436  0.097
111 Se -0.7594 -5.2406 1.2433  1.064
112 N 0.9169 -5.6814 0.8254  -0.250
113 C 1.4321 -4.5915 0.2977  -0.410
114 C 2.7782 -4.4727 -0.1787  -0.023
115 C 3.1516 -3.2812 -0.6867  -0.058
116 C 2.2121 -2.1877 -0.7479  -0.142
117 N 0.9887 -2.2332 -0.3377  0.185
118 C 0.5646 -3.4212 0.2017  -0.431
119 N -0.6564 -3.5862 0.6647  -0.169
120 H 3.4499 -5.3197 -0.1183  0.107
121 H 4.1623 -3.1221 -1.0446  0.099
122 H 2.5416 -1.2318 -1.1526  0.114

Summary:
- Orbital gap: 4.39 eV
- Charge: -2
- Maximum force: 0.0111 hartree/bohr
- HOMO: -1.0 eV

# 4
Entry from OMol25: a single C2H4P2S molecule in a non-equilibrium geometry (the ωB97M-V functional and the def2-TZVPD basis).

Last column: natural (NBO) charge in e.
Element x y z (Å)
1 H -2.3495 1.2090 0.9845  -0.056
2 P -1.4443 0.2759 1.4720  0.533
3 C -0.5101 -0.1003 0.1028  -0.778
4 C 0.8871 -0.6326 0.2427  -0.681
5 P -0.9140 0.6885 -1.4880  0.674
6 S 0.7296 0.7454 -2.5141  -0.401
7 H 1.1219 -1.2781 -0.6017  0.242
8 H 0.9981 -1.1227 1.2892  0.219
9 H 1.4813 0.2147 0.5124  0.248

Summary:
- Orbital gap: 6.97 eV
- SMILES: [H]/P=C(/C)P=S
- Maximum force: 0.0698 hartree/bohr
- HOMO: -8.8 eV

Which of these has the highest maximum force?
C2H4P2S